No. 1
86
Properties=species:S:1:pos:R:3:forces:R:3:mulliken_charge:R:1 method="wB97M-V/def2-TZVPD" spin_multiplicity=1 homo_energy_ha=-0.3755 fmax_ev_per_a=2.5 e_above_lowest_kcal_mol=11.8 smiles="O=C1OCCO1.O=C1OCCO1.O=C1OCCO1.O=C1OCCO1.O=C1OCCO1.CCCC#N.CCCC#N.CCCC#N"
C 19.860 -18.679 -4.970 0.70 -0.25 -2.41 1.1169
C 19.566 -19.765 -6.031 -0.44 0.53 -0.44 -0.4091
O 20.297 -20.871 -5.545 -0.05 -0.98 0.40 -0.3851
C 20.590 -20.702 -4.242 0.06 0.03 -0.29 0.5717
O 21.057 -21.515 -3.512 0.05 -0.22 -0.07 -0.5587
O 20.314 -19.444 -3.870 -0.60 0.65 0.88 -0.1620
H 18.986 -18.046 -4.854 0.08 -0.12 0.80 -0.7292
H 20.689 -18.087 -5.361 -0.08 0.28 0.41 -0.0773
H 19.919 -19.603 -7.052 0.13 0.53 0.30 0.3105
H 18.490 -19.947 -6.135 0.17 -0.44 0.38 0.2303
C 11.160 -14.915 -5.067 -0.52 0.34 -1.27 -0.2991
C 11.014 -14.320 -3.675 0.05 -1.07 0.87 -0.2409
O 12.364 -14.318 -3.187 0.03 0.28 0.18 -0.3671
C 13.200 -14.853 -4.083 -0.50 0.00 0.21 0.5910
O 14.352 -15.069 -3.870 0.15 0.08 -0.34 -0.5002
O 12.562 -15.133 -5.225 0.18 0.08 -0.16 -0.3538
H 10.785 -14.237 -5.839 0.42 0.16 0.03 0.2567
H 10.672 -15.860 -5.308 -0.11 -0.07 0.72 0.2782
H 10.469 -14.994 -3.012 -0.16 0.15 -0.07 0.2354
H 10.588 -13.326 -3.580 0.14 0.09 -0.36 0.2913
C 21.544 -13.703 -3.596 0.33 -0.26 0.57 -0.4167
C 20.253 -14.485 -3.263 1.07 1.37 0.68 0.0776
O 20.155 -15.413 -4.315 -0.47 -0.57 -0.26 0.1974
C 21.096 -15.179 -5.255 0.86 -0.69 0.13 0.3817
O 21.372 -15.892 -6.171 -0.78 0.27 0.05 -0.5409
O 21.794 -14.088 -4.942 0.46 0.98 -0.11 -0.4045
H 22.389 -14.003 -2.968 -0.05 -0.43 -0.19 0.2674
H 21.532 -12.623 -3.453 -0.56 0.04 -0.56 0.3356
H 19.412 -13.793 -3.220 -0.26 -0.34 -0.11 0.2561
H 20.410 -14.971 -2.301 -0.44 -0.28 -0.11 -0.0446
C 17.096 -15.563 -2.696 0.08 -0.49 -1.91 1.7634
C 17.178 -17.075 -2.546 -0.84 0.72 -0.77 -0.3786
O 18.257 -17.205 -1.622 0.04 -0.45 -0.20 0.0507
C 18.308 -16.075 -0.891 -0.19 -0.13 0.37 0.4121
O 18.876 -15.943 0.146 0.35 -0.08 0.09 -0.5366
O 17.583 -15.101 -1.459 -0.48 0.83 0.22 -0.3316
H 16.148 -15.190 -3.087 -0.14 -0.02 1.43 0.0245
H 17.757 -15.253 -3.514 0.51 -0.16 0.44 -1.3658
H 17.312 -17.495 -3.542 0.74 -0.41 0.30 0.1320
H 16.266 -17.527 -2.152 0.08 0.07 0.36 0.2134
C 16.009 -14.579 -7.189 0.73 0.14 1.27 -0.2742
C 16.932 -14.467 -5.952 -0.56 1.06 0.01 -0.0705
O 17.630 -15.689 -5.914 0.22 -0.08 0.38 0.0853
C 17.029 -16.567 -6.722 -0.02 -0.07 -0.63 0.4466
O 17.301 -17.719 -6.788 0.09 -0.45 0.15 -0.5092
O 16.106 -15.970 -7.497 -0.42 0.27 -0.23 -0.4012
H 16.363 -13.943 -7.995 -0.20 -0.28 -0.31 0.2680
H 15.015 -14.315 -6.837 -0.26 -0.17 -0.60 0.2025
H 16.318 -14.347 -5.056 0.17 -0.18 -0.03 -0.0052
H 17.621 -13.623 -5.996 0.16 -0.21 -0.14 0.3102
C 14.186 -14.150 3.356 -0.07 -0.95 -0.22 -1.3980
C 15.164 -14.608 2.280 -0.67 0.57 -1.02 0.3284
C 16.479 -13.835 2.295 0.48 -0.22 -0.10 0.0858
C 16.364 -12.380 2.376 -0.16 0.07 0.18 0.0837
N 16.310 -11.233 2.420 -0.07 -0.08 -0.02 -0.4800
H 14.631 -14.333 4.335 -0.29 0.30 0.18 0.3344
H 13.278 -14.748 3.244 0.04 -0.09 0.32 0.3943
H 13.855 -13.123 3.219 0.41 0.17 0.14 0.3833
H 14.644 -14.494 1.321 0.27 0.28 -0.09 0.2439
H 15.377 -15.677 2.289 0.09 0.02 0.51 -0.2098
H 17.097 -14.008 1.409 -0.11 -0.34 0.00 -0.0690
H 17.062 -14.198 3.145 0.11 0.26 0.04 0.3112
C 16.375 -18.752 0.886 -0.15 -0.10 0.01 -0.6812
C 15.796 -18.564 2.297 0.45 0.77 -1.04 -0.3740
C 16.143 -19.744 3.181 0.72 -0.69 0.26 -0.7034
C 17.609 -19.990 3.182 -0.57 0.28 0.25 0.2911
N 18.741 -20.167 3.178 0.14 0.03 0.03 -0.4492
H 16.077 -19.740 0.530 0.25 0.02 -0.27 0.3922
H 17.461 -18.649 0.885 0.03 -0.35 0.11 0.1286
H 16.036 -18.007 0.163 -0.33 0.04 0.20 0.1351
H 14.726 -18.373 2.217 -0.08 -0.29 0.29 0.4249
H 16.256 -17.646 2.670 -0.12 -0.11 0.44 0.1399
H 15.726 -20.694 2.837 -0.29 0.19 -0.25 0.3251
H 15.810 -19.643 4.214 0.05 0.21 0.01 0.3549
C 21.593 -18.126 -0.194 0.09 0.36 -0.44 -1.2578
C 20.533 -19.151 0.220 1.12 -0.92 -0.19 0.3778
C 21.067 -20.529 -0.246 -0.96 0.05 0.34 -0.2458
C 20.190 -21.617 0.204 -0.19 0.21 0.04 0.1512
N 19.440 -22.399 0.585 0.04 -0.12 -0.07 -0.5302
H 22.633 -18.444 -0.070 -0.19 -0.33 0.65 0.4797
H 21.481 -17.172 0.319 -0.12 0.05 -0.11 0.3289
H 21.593 -17.967 -1.279 -0.52 0.18 0.03 0.1014
H 19.579 -19.001 -0.280 -0.07 0.36 0.21 -0.0629
H 20.412 -19.243 1.298 -0.21 0.49 0.03 0.2912
H 22.035 -20.681 0.227 0.24 -0.12 -0.53 0.4253
H 21.038 -20.538 -1.335 0.71 -0.25 0.00 0.0045

---

No. 2
13
Properties=species:S:1:pos:R:3:forces:R:3:nbo_charge:R:1 method="wB97M-V/def2-TZVPD" spin_multiplicity=1 homo_energy_ha=-0.3528 fmax_ev_per_a=3.1 e_above_lowest_kcal_mol=26.9 smiles="C=C[C@@]1(F)C[C@@H]1Cl"
C 1.981 -1.099 -0.340 -0.27 1.05 0.62 -0.3696
C 0.979 -0.272 -0.641 0.92 -0.69 -0.14 -0.2217
C -0.690 0.903 0.967 -0.44 0.53 -0.19 -0.4479
C -1.419 0.630 -0.305 0.19 -1.11 0.91 -0.2543
C -0.285 -0.250 0.076 -1.12 -0.18 1.31 0.3019
F -0.705 -1.451 0.554 0.25 -0.75 0.39 -0.3325
Cl -3.052 0.078 -0.360 -0.30 -0.17 0.08 0.0116
H 2.987 -1.068 -0.809 -1.03 -0.23 0.37 0.2184
H 1.763 -1.591 0.607 0.74 -0.78 -0.39 0.2091
H 1.020 0.440 -1.413 0.30 0.77 -1.11 0.1989
H -0.098 1.826 0.951 -0.20 -0.52 0.44 0.2301
H -1.335 0.657 1.812 0.71 0.07 0.12 0.2495
H -1.146 1.196 -1.098 0.25 2.00 -2.40 0.2065

---

No. 3
18
Properties=species:S:1:pos:R:3:forces:R:3:nbo_charge:R:1 method="wB97M-V/def2-TZVPD" spin_multiplicity=1 homo_energy_ha="-0.2954 / -0.2954" fmax_ev_per_a=0.8 e_above_lowest_kcal_mol=149.5
C 0.831 0.317 0.961 0.03 -0.66 -0.43 0.2497
C 0.818 -0.961 -1.774 0.04 0.02 0.18 -0.4755
C 1.060 1.524 0.109 -0.07 0.00 -0.06 -0.7346
N 0.420 -1.533 -0.484 0.11 0.27 0.19 -0.2683
C -1.511 0.073 0.434 0.05 0.08 -0.10 0.4696
N -2.150 -0.527 1.476 -0.07 0.05 0.04 -0.8342
O 1.034 -0.943 0.636 -0.33 0.48 -0.07 -0.3086
O -1.922 1.073 -0.125 0.07 -0.16 0.19 -0.6344
H -0.716 -0.764 -0.136 0.21 0.00 0.01 0.2037
H 0.933 0.431 2.037 -0.01 0.00 0.00 0.1893
H -3.075 -0.217 1.738 0.09 -0.01 -0.04 0.3946
H -1.827 -1.419 1.811 -0.02 0.07 -0.07 0.3977
H 0.544 0.083 -1.952 -0.02 -0.02 0.04 0.1810
H 1.892 -1.087 -1.932 -0.04 0.00 0.00 0.2018
H 0.303 -1.578 -2.511 0.02 0.02 0.04 0.2210
H 1.915 1.376 -0.553 -0.03 -0.04 0.04 0.2389
H 0.183 1.777 -0.495 0.00 -0.07 0.04 0.2764
H 1.268 2.374 0.759 -0.01 -0.06 -0.01 0.2321

---

No. 4
19
Properties=species:S:1:pos:R:3:forces:R:3:nbo_charge:R:1 method="wB97M-V/def2-TZVPD" spin_multiplicity=1 homo_energy_ha=-0.3262 fmax_ev_per_a=3.5 e_above_lowest_kcal_mol=26.9
C 1.471 2.097 -0.096 1.83 1.12 2.83 -0.7009
C 1.227 0.553 -2.089 -1.83 0.06 -1.41 -0.6566
C -1.888 -0.631 0.441 -1.99 0.65 1.45 -0.8689
C 1.369 0.792 -0.640 0.78 -2.70 -0.19 0.2818
N 1.320 -0.332 -0.021 0.24 -0.15 -0.18 -0.4467
O -2.211 -3.024 1.587 -2.47 0.46 1.15 -0.8939
O -1.416 -1.252 3.034 -0.12 -0.40 -1.05 -0.9423
S -1.175 -1.843 1.703 1.21 2.28 0.04 1.5044
Cl 1.523 -0.377 1.681 0.24 0.66 0.14 0.0930
H 0.866 2.703 -0.685 -0.80 1.64 -0.89 0.2283
H 1.049 1.990 0.909 0.06 0.64 0.03 0.2470
H 2.529 2.534 0.052 -1.57 -0.80 -0.56 0.2571
H 0.128 0.759 -2.360 1.37 -0.29 0.23 0.2213
H 1.403 -0.525 -2.196 0.01 0.48 -0.65 0.2519
H 1.809 1.197 -2.779 -0.01 -0.44 0.64 0.2309
H -1.532 -0.788 -0.535 0.01 -1.58 -1.53 0.2237
H -3.046 -0.507 0.514 2.13 -0.50 -0.10 0.2396
H -1.439 0.361 0.484 0.03 0.22 1.37 0.2315
H -1.986 -3.707 0.997 0.86 -1.34 -1.29 0.4989